Record 1
This record from OMol25 describes a molecular structure, C5H10ClNS in a non-equilibrium geometry. The level of theory is ωB97M-V/def2-TZVPD.

Positions of all 18 atoms, in Å:
C -0.368 0.372 -1.365
C 0.081 1.527 -1.599
C -1.180 -0.456 -2.287
C -1.108 -1.097 0.677
C -0.020 -0.330 0.001
N 3.024 2.464 2.024
S 3.010 3.663 0.665
Cl 1.146 2.759 -1.206
H -1.673 0.166 -3.065
H -0.370 -0.898 -2.924
H -1.866 -1.173 -1.935
H -2.107 -0.896 0.797
H -0.735 -1.404 1.627
H -1.125 -2.128 0.147
H 0.733 -1.003 -0.269
H 0.319 0.421 0.672
H 2.634 2.938 2.785
H 3.990 2.223 2.062

Calculated values
E_tot: -1109.4493 Eh
2S+1: 1

These are the Löwdin partial charges, in e, on atoms 1 to 4:
1 C -0.3959
2 C -0.4680
3 C -0.0610
4 C -0.1108

Record 2
This record from OMol25 describes a single C5H10F2N2 molecule in a non-equilibrium geometry. The level of theory is ωB97M-V/def2-TZVPD.

Positions of all 19 atoms, in Å:
C -0.330 1.925 0.711
C -0.556 0.546 0.205
C -0.776 -0.411 1.391
N -0.068 -1.655 1.073
C 0.884 -1.502 0.107
F 0.890 -2.365 -0.841
F 2.170 -1.513 0.508
N 0.618 0.155 -0.611
C 0.466 0.066 -2.054
H 0.719 1.925 1.180
H -0.976 2.026 1.563
H -0.210 2.689 -0.131
H -1.364 0.528 -0.418
H -0.278 -0.166 2.279
H -1.793 -0.475 1.580
H -0.635 -2.371 0.831
H -0.542 -0.149 -2.464
H 0.495 1.107 -2.362
H 1.287 -0.362 -2.546

Calculated values
E_tot: -505.6782 Eh
SMILES string: C[C@@H]1CNC(F)(F)N1C
2S+1: 1

These are the Löwdin partial charges, in e, on atoms 1 to 4:
1 C -0.0719
2 C -0.4054
3 C -0.0995
4 N 0.0977

Record 3
This record from OMol25 describes a single C5H10FN molecule in a non-equilibrium geometry. The level of theory is ωB97M-V/def2-TZVPD.

Positions of all 17 atoms, in Å:
H 1.152 -1.441 -1.304
N 1.718 -1.216 -0.489
C 1.182 -0.473 0.366
C 1.965 -0.190 1.605
F 1.670 1.019 2.178
C -0.355 0.152 0.200
C -1.275 -0.710 -0.635
C -0.188 1.562 -0.360
H 3.033 -0.203 1.366
H 1.749 -0.963 2.352
H -0.730 0.220 1.225
H -0.994 -0.693 -1.685
H -2.284 -0.312 -0.555
H -1.286 -1.738 -0.282
H 0.146 1.529 -1.395
H -1.136 2.096 -0.318
H 0.541 2.121 0.220

Calculated values
E_tot: -351.1095 Eh
SMILES string: [H]/N=C(/CF)C(C)C
2S+1: 1

These are the Löwdin partial charges, in e, on atoms 1 to 4:
1 H 0.0517
2 N 0.1480
3 C -0.2996
4 C -0.1788

Record 4
This record from OMol25 describes a gas-phase ion, C5H10FN2 (charge +1) in a non-equilibrium geometry. The level of theory is ωB97M-V/def2-TZVPD.

Positions of all 18 atoms, in Å:
C 1.103 0.337 -0.692
C -1.389 0.244 0.828
C -1.152 -1.193 0.344
C -0.130 0.961 1.312
C -0.519 -1.213 -0.993
N 0.889 1.158 0.281
N 2.096 0.316 -1.528
F 0.206 -2.261 -1.329
H -1.861 0.831 0.039
H -2.081 0.217 1.669
H -0.538 -1.752 1.053
H -2.119 -1.710 0.264
H -0.416 1.947 1.685
H 0.327 0.399 2.135
H -1.008 -0.761 -1.851
H 1.552 1.911 0.469
H 2.181 -0.418 -2.215
H 2.858 0.986 -1.471

Calculated values
E_tot: -405.6038 Eh
Net charge: +1
2S+1: 1

These are the Löwdin partial charges, in e, on atoms 1 to 4:
1 C -0.1527
2 C -0.1616
3 C -0.1515
4 C -0.1520

Record 5
This record from OMol25 describes 2 unconnected molecules or ions with the total composition C5H10FNO in a non-equilibrium geometry. The level of theory is ωB97M-V/def2-TZVPD.

Positions of all 18 atoms, in Å:
C 1.132 0.697 0.264
C -1.989 0.295 -1.299
C -1.986 0.468 1.280
C 3.149 -0.708 -0.067
C -1.361 -0.188 0.052
N 1.741 -0.361 -0.136
O 1.285 1.817 0.621
F -1.121 -1.591 0.211
H -1.807 -0.505 -2.004
H -1.554 1.140 -1.643
H -3.053 0.661 -1.001
H -1.461 1.519 1.155
H -1.751 -0.046 2.235
H -3.082 0.406 1.062
H 3.468 -0.879 0.953
H 3.469 -1.526 -0.609
H 3.838 -0.016 -0.637
H 1.082 -1.183 -0.439

Calculated values
E_tot: -426.2216 Eh
2S+1: 1

These are the Löwdin partial charges, in e, on atoms 1 to 4:
1 C -0.3362
2 C -0.0433
3 C -0.0840
4 C -0.0725

Record 6
This record from OMol25 describes 2 unconnected molecules or ions with the total composition C5H10FO3S in a non-equilibrium geometry. The level of theory is ωB97M-V/def2-TZVPD.

Positions of all 20 atoms, in Å:
C -1.051 1.517 0.011
C -1.940 -0.676 -0.965
C 0.656 -1.087 1.512
C -0.851 0.351 -0.901
C 0.891 -0.735 0.089
O 2.145 0.957 -1.511
O 1.869 1.529 0.853
O 3.431 -0.241 0.193
F 1.063 -1.824 -0.718
S 2.213 0.498 -0.130
H -1.647 2.295 -0.476
H -0.081 1.931 0.284
H -1.572 1.214 0.921
H -2.285 -0.932 0.036
H -1.598 -1.581 -1.461
H -2.802 -0.292 -1.524
H -0.158 -1.803 1.638
H 1.580 -1.514 1.912
H 0.450 -0.165 2.049
H -0.314 0.555 -1.813

Calculated values
E_tot: -920.2941 Eh
Net charge: -1
2S+1: 1

These are the Löwdin partial charges, in e, on atoms 1 to 4:
1 C -0.1295
2 C -0.1312
3 C -0.0794
4 C -0.2214

Record 7
This record from OMol25 describes a single C5H10FP molecule in a non-equilibrium geometry. The level of theory is ωB97M-V/def2-TZVPD.

Positions of all 17 atoms, in Å:
C -1.798 2.138 -0.120
C -0.696 1.161 -0.105
C -0.766 -0.090 -0.498
C 0.423 -1.067 -0.488
C 0.432 -2.153 0.557
P 2.046 0.233 -0.323
F 2.982 0.866 1.060
H -1.862 3.006 -0.916
H -2.949 1.810 -0.059
H -1.654 2.769 0.850
H 0.311 1.614 0.272
H -1.656 -0.578 -0.909
H 0.734 -1.365 -1.534
H 0.700 -3.055 0.010
H 1.219 -2.059 1.332
H -0.505 -2.301 1.093
H 3.041 -0.930 -0.223

Calculated values
E_tot: -637.6230 Eh
SMILES string: C/C=C/[C@H](C)PF
2S+1: 1

These are the Löwdin partial charges, in e, on atoms 1 to 4:
1 C -0.1530
2 C -0.2697
3 C -0.1833
4 C -0.4745

Record 8
This record from OMol25 describes 2 unconnected molecules or ions with the total composition C5H10I2 in a non-equilibrium geometry. The level of theory is ωB97M-V/def2-TZVPD.

Positions of all 17 atoms, in Å:
C 0.363 -0.574 -2.398
C 0.715 1.003 1.647
C -1.544 -0.208 1.229
C 0.867 -1.106 -1.022
C -0.528 0.847 0.887
I 2.838 -0.952 -0.520
I -1.178 2.281 -0.527
H 0.958 -0.856 -3.224
H 0.478 0.581 -2.308
H -0.638 -0.829 -2.510
H 1.549 0.542 1.215
H 0.490 0.505 2.598
H 0.952 2.085 1.911
H -1.257 -0.902 1.910
H -2.574 0.190 1.393
H -1.673 -0.778 0.310
H 0.183 -1.830 -0.590

Calculated values
E_tot: -791.7359 Eh
2S+1: 3

These are the Löwdin partial charges, in e, on atoms 1 to 4:
1 C -0.2196
2 C -0.2028
3 C -0.1806
4 C -0.7214

Record 9
This record from OMol25 describes 3 unconnected molecules or ions with the total composition C5H10I2NO in a non-equilibrium geometry. The level of theory is ωB97M-V/def2-TZVPD.

Positions of all 19 atoms, in Å:
C -1.105 0.246 1.563
C -1.392 0.870 0.129
C 0.467 0.554 1.752
C -0.051 1.313 -0.390
C -1.270 -1.512 -1.902
N 0.893 1.159 0.510
O -0.943 -2.724 -1.709
I -0.291 -0.589 -3.553
I 3.131 -1.131 -0.703
H -1.675 0.486 2.462
H -1.356 -0.935 1.552
H -1.888 0.178 -0.582
H -2.063 1.781 0.226
H 0.529 1.246 2.590
H 1.043 -0.397 1.898
H 0.204 1.719 -1.353
H 4.377 -0.271 -0.353
H 1.854 1.230 0.154
H -0.463 -3.221 -2.292

Calculated values
E_tot: -921.5259 Eh
Net charge: +1
2S+1: 1

These are the Löwdin partial charges, in e, on atoms 1 to 4:
1 C -0.0963
2 C -0.1346
3 C -0.1314
4 C -0.0135

Record 10
This record from OMol25 describes a molecular structure, C5H10I2O in a non-equilibrium geometry. The level of theory is ωB97M-V/def2-TZVPD.

Positions of all 18 atoms, in Å:
C 0.778 1.211 -0.461
C 0.369 0.083 1.799
C 0.836 -1.394 -0.265
C 0.282 -0.059 0.214
C -1.236 -0.010 0.081
O -1.253 0.356 -2.469
I -2.366 1.649 0.213
I -2.303 -1.822 -0.054
H 0.532 1.135 -1.463
H 1.853 1.503 -0.310
H 0.381 2.138 0.076
H -0.287 -0.702 2.271
H 0.089 1.163 2.008
H 1.453 -0.010 2.062
H 1.875 -1.544 -0.182
H 0.675 -2.170 0.499
H 0.568 -1.759 -1.223
H -2.245 0.232 -2.796

Calculated values
E_tot: -866.9516 Eh
2S+1: 1

These are the Löwdin partial charges, in e, on atoms 1 to 4:
1 C -0.1144
2 C -0.0619
3 C -0.1199
4 C -0.7064

Repeat the ninth record exactly.
This record from OMol25 describes 3 unconnected molecules or ions with the total composition C5H10I2NO in a non-equilibrium geometry. The level of theory is ωB97M-V/def2-TZVPD.

Positions of all 19 atoms, in Å:
C -1.105 0.246 1.563
C -1.392 0.870 0.129
C 0.467 0.554 1.752
C -0.051 1.313 -0.390
C -1.270 -1.512 -1.902
N 0.893 1.159 0.510
O -0.943 -2.724 -1.709
I -0.291 -0.589 -3.553
I 3.131 -1.131 -0.703
H -1.675 0.486 2.462
H -1.356 -0.935 1.552
H -1.888 0.178 -0.582
H -2.063 1.781 0.226
H 0.529 1.246 2.590
H 1.043 -0.397 1.898
H 0.204 1.719 -1.353
H 4.377 -0.271 -0.353
H 1.854 1.230 0.154
H -0.463 -3.221 -2.292

Calculated values
E_tot: -921.5259 Eh
Net charge: +1
2S+1: 1

These are the Löwdin partial charges, in e, on atoms 1 to 4:
1 C -0.0963
2 C -0.1346
3 C -0.1314
4 C -0.0135

Which formula does entry 3 have?
C5H10FN